Computed, not measured: a molecular structure, C50H49BrClI2KN4O9P2 in a non-equilibrium geometry, with the ωB97M-V functional and the def2-TZVPD basis.

Element x y z (Å)
K 1.8424 -2.1958 -1.9198
N -1.0291 -4.5045 1.0845
C -2.0229 -3.8546 1.9067
C -2.6407 -2.7309 1.1605
C -1.6725 -1.5835 0.8703
N -0.6871 -1.8659 -0.2031
H -0.7029 -5.4066 1.3752
H -0.3487 -3.9059 0.6741
H -1.6005 -3.4913 2.8445
H -2.7709 -4.6132 2.2121
H -3.3740 -2.2652 1.8495
H -3.1119 -3.1058 0.2643
H -1.1025 -1.2991 1.7989
H -2.3013 -0.7409 0.5943
H -0.5251 -0.9691 -0.7185
H -1.1609 -2.4286 -0.9053
N -1.0343 0.7444 -4.8083
N 0.3345 0.4230 -4.6322
C 0.8921 0.3173 -3.3273
O 2.1242 0.0689 -3.2803
O 0.0946 0.4159 -2.3370
H -1.3219 1.5421 -4.2350
H -1.6000 -0.0834 -4.4740
H 0.9374 0.8573 -5.3344
C -0.2496 6.1665 4.4467
C 0.5567 5.6759 3.2209
C 1.6210 6.6764 2.7019
C -0.3806 5.4338 2.0732
C -1.0625 6.5134 1.5645
C -1.8602 6.3038 0.4248
C -2.0404 5.0759 -0.1499
C -1.3525 3.9571 0.3546
P -1.1175 2.4316 -0.6751
C -2.7720 1.5921 -0.5151
C -3.5780 1.5799 0.6219
C -4.6263 0.6726 0.7325
C -4.9609 -0.2097 -0.2962
C -4.1592 -0.2000 -1.4395
C -3.1513 0.7509 -1.5661
C -1.1735 3.2040 -2.3149
C 0.0507 3.2449 -3.0015
C 0.0826 3.6300 -4.3560
C -1.0839 3.9685 -5.0360
C -2.2641 3.9445 -4.3219
C -2.3377 3.5872 -2.9863
C -0.5503 4.1629 1.4892
O 0.1022 3.0730 1.9890
C 1.0959 3.2105 2.9044
C 1.9162 2.0627 3.1582
C 2.9114 2.1310 4.1226
C 3.1749 3.3394 4.7818
C 2.4028 4.4582 4.4846
C 1.3275 4.3945 3.5543
P 1.4887 0.4013 2.3500
C 3.0784 -0.1073 1.5431
C 4.0259 -0.9232 2.1544
C 5.0923 -1.3843 1.4018
C 5.2184 -1.1274 0.0476
C 4.2362 -0.3280 -0.5729
C 3.1591 0.0977 0.1705
C 1.3637 -0.7949 3.7314
C 1.4039 -2.1528 3.3505
C 0.9954 -3.1411 4.2880
C 0.6657 -2.7857 5.5852
C 0.6128 -1.4624 5.9445
C 0.9160 -0.4846 5.0200
H -0.9143 6.9804 4.1447
H 0.4377 6.4584 5.2428
H -0.8433 5.3196 4.7290
H 1.2578 7.6326 2.4204
H 2.1354 6.2402 1.8363
H 2.3493 6.9201 3.4816
H -0.9894 7.4909 2.0577
H -2.4237 7.1410 -0.0073
H -2.6488 4.9457 -1.0244
H -3.3097 2.2111 1.4770
H -5.2460 0.7604 1.6258
H -5.7200 -0.9906 -0.1765
H -4.4010 -0.8919 -2.2771
H -2.5266 0.6591 -2.4436
H 0.9842 2.8436 -2.4893
H 1.0863 3.5490 -4.8122
H -1.0765 4.1774 -6.1086
H -3.1493 4.2577 -4.8611
H -3.3127 3.5275 -2.4997
H 3.5134 1.2638 4.2895
H 3.9908 3.4147 5.5025
H 2.5166 5.4098 4.9564
H 3.9170 -1.2921 3.1459
H 5.7971 -2.0687 1.7789
H 6.0599 -1.5117 -0.5003
H 4.2402 -0.2162 -1.6643
H 2.3456 0.6417 -0.3132
H 1.7327 -2.4326 2.3069
H 1.1017 -4.2177 3.9838
H 0.3371 -3.5710 6.2962
H 0.3722 -1.2171 7.0049
H 1.0190 0.5295 5.3448
I -3.4962 -4.0024 -3.1768
I -6.0396 -4.3923 -2.4276
O 5.6533 -4.4083 0.8180
Cl 4.2916 -4.6240 1.2695
O 4.1602 -4.0549 2.6424
O 4.0531 -6.0426 1.3155
O 3.3851 -3.9807 0.3278
Br 0.3159 -7.3652 -2.5618
C -0.2018 -6.9126 -4.3554
C -0.2490 -7.9884 -5.2619
C -0.6778 -7.8046 -6.5706
C -0.9690 -6.5169 -6.9997
C -0.9309 -5.4580 -6.1056
C -0.5613 -5.6377 -4.7713
C -0.2199 -4.4246 -3.9914
O 0.9702 -4.1372 -3.9176
O -1.1308 -3.7890 -3.4118
H 0.0523 -8.9801 -4.9931
H -0.7225 -8.6346 -7.2497
H -1.2072 -6.3421 -8.0423
H -1.1042 -4.4308 -6.4248

## Properties
net charge: -2
relative energy (zero: lowest compared OMol25 entry of this formula, charge and spin): 8.5 kJ/mol
orbital gap: 7.27 eV
largest force on an atom: 2.0 eV/A
molar mass: 1320.17 g/mol
2S+1: 1
DFT total energy: -7743.09992 hartree

These are the Mulliken partial charges, in e, on atoms 1 to 2: K 0.7726; N -0.3544